ORCA calculation (the ωB97M-V functional and the def2-TZVPD basis) on 2 unconnected molecules or ions with the total composition C4H6Si2 at a distorted geometry.

Computed properties:
Kohn-Sham gap (spin up / spin down) in eV: 6.6123 / 6.6349
HOMO level (spin up / spin down) in eV: -7.6 / -7.5
Spin multiplicity: 1
E_tot in a.u.: -734.73048
LUMO (spin up / spin down) in hartree: -0.0374 / -0.0303

CARTESIAN COORDINATES (ANGSTROEM)
C  -1.010  -2.835  -0.446
C  -3.194  1.747  -0.444
C  -1.278  -1.857  0.240
C  -2.527  0.934  0.059
Si  1.907  0.485  -0.229
Si  -1.503  -0.169  0.970
H  -0.658  -3.650  -1.002
H  -3.410  2.665  -0.851
H  2.536  1.510  0.488
H  2.127  -0.932  0.097
H  2.121  0.884  -1.645
H  -1.831  0.094  2.340